No. 1
C15H37N4O12P2 | wB97M-V/def2-TZVPD

Structure (XYZ):
```
70
Properties=species:S:1:pos:R:3:forces:R:3
C -5.06826 1.73213 -2.99694 0.65 -0.17 0.70
C -4.34058 0.37943 -3.11415 -0.31 1.51 0.85
O -4.61972 -0.34858 -3.98419 -0.35 -1.85 -2.18
O -3.34857 0.01101 -2.24626 -0.83 0.92 0.59
C -3.60210 0.42422 -0.89146 1.22 -0.65 1.28
C -2.33820 0.01539 -0.07931 -0.04 1.78 -0.20
C -1.37594 1.25967 -0.07307 0.79 -0.74 -0.15
C 0.13140 0.86193 -0.16465 0.42 0.92 -0.70
C 0.79904 1.37690 -1.50400 -1.31 -0.28 1.88
N 2.15069 0.73356 -1.65694 -0.45 1.32 -2.77
C 3.01502 1.41739 -2.49999 -1.18 -0.83 1.40
N 3.50902 0.70953 -3.56362 0.76 0.66 0.27
N 3.31226 2.67252 -2.22003 0.71 -0.60 -0.78
C 4.17963 3.47410 -3.06037 -0.12 1.79 0.46
O 5.41250 3.73599 -2.39009 -0.95 -1.51 0.27
N 5.84394 5.05633 -2.82143 0.53 0.56 -0.54
O 6.42202 4.96255 -3.81195 0.17 0.43 0.00
H -5.59179 1.95112 -3.93229 0.32 -0.25 0.18
H -5.82287 1.68519 -2.19488 0.39 0.13 -0.17
H -4.32240 2.51318 -2.77533 -0.50 -0.08 0.02
H -4.47988 -0.06797 -0.44327 0.10 0.08 -0.62
H -3.68400 1.52002 -0.79421 -0.32 -0.41 -0.25
H -2.60753 -0.16312 0.96997 0.02 -0.38 -0.42
H -1.82889 -0.85339 -0.51474 -0.48 0.09 0.16
H -1.58272 1.93834 -0.92300 -0.14 -0.30 0.30
H -1.52338 1.83660 0.85300 -0.04 -0.14 -0.40
H 0.67691 1.36476 0.64971 0.00 -0.55 -0.13
H 0.29965 -0.22572 -0.12542 -0.19 0.36 0.24
H 0.12874 1.13196 -2.34953 0.54 -0.06 0.15
H 0.85013 2.47386 -1.44398 0.29 -0.36 -0.11
H 1.98127 -0.15359 -2.13145 0.31 -0.25 0.64
H 2.86243 0.65669 -4.34604 0.06 -0.41 0.15
H 4.44375 0.99114 -3.84215 -0.19 -0.08 -0.26
H 2.90718 3.09418 -1.38982 0.30 -0.12 -0.04
H 3.68506 4.46041 -3.17189 0.00 -0.47 -0.17
H 4.32959 3.06213 -4.06566 -0.15 -0.21 0.43
C 2.83375 -0.05144 5.93297 0.38 -0.43 -0.17
O 2.69628 1.34227 6.20777 -0.33 3.39 1.58
P 2.75269 2.41266 4.90165 -0.17 -6.43 -5.71
O 1.63089 1.76099 4.12387 -0.17 0.74 1.02
O 4.23601 1.82404 4.48060 0.15 0.69 0.52
C 5.33018 1.99371 5.38993 0.17 -0.15 -0.07
O 2.90363 3.68116 3.79286 -0.38 1.75 2.44
C 3.31613 3.30243 2.48612 0.76 0.03 -0.22
H 1.96984 -0.56057 6.35849 -0.05 0.18 0.01
H 2.89629 -0.26923 4.87076 -0.08 0.11 -0.01
H 3.73770 -0.41427 6.42609 -0.02 0.05 0.00
H 5.81384 1.02697 5.52846 -0.01 0.03 0.00
H 5.00233 2.35942 6.36323 0.04 -0.06 0.00
H 6.04925 2.69323 4.96347 -0.03 0.02 0.00
H 2.82482 2.39813 2.12256 -0.11 -0.04 0.35
H 4.39787 3.16295 2.46315 -0.06 -0.06 -0.10
H 3.06270 4.12746 1.81718 -0.09 0.18 0.27
C -5.73712 -5.02032 0.79229 -0.44 -0.10 -0.38
O -4.38360 -5.16113 1.22540 3.31 -0.70 1.66
P -3.17749 -4.53705 0.22943 -4.86 3.27 -5.42
O -3.67764 -3.11991 0.15944 0.80 -0.59 0.79
O -3.69778 -5.46698 -1.02676 0.40 -0.25 0.46
C -3.68506 -6.89171 -0.88533 -0.11 -0.07 -0.18
O -1.69492 -4.27124 -0.53030 0.85 -1.20 3.20
C -1.72494 -3.88432 -1.89904 -0.26 -0.30 -0.62
H -6.29033 -4.52037 1.58632 0.17 0.03 0.04
H -5.82966 -4.45112 -0.12836 0.11 0.06 0.04
H -6.15687 -6.01643 0.64039 0.07 0.01 0.02
H -4.66445 -7.27347 -1.17299 0.03 0.00 0.00
H -3.48013 -7.20116 0.13990 -0.04 -0.03 -0.03
H -2.93020 -7.31360 -1.54909 0.02 0.02 0.02
H -2.49495 -3.13576 -2.08881 -0.06 -0.05 0.13
H -1.88493 -4.75375 -2.53670 -0.06 0.09 -0.02
H -0.74752 -3.46149 -2.13551 0.06 -0.06 0.28
```
Positions in Å, forces in eV/Å.

E: -2397.849889 a.u.
lowest unoccupied orbital energy: -4.45 eV
2S+1: 1
charge: +1
largest force on an atom: 0.1672 Eh/bohr
Kohn-Sham gap: 7.12 eV

---

No. 2
C5H10O | wB97M-V/def2-TZVPD

Structure (XYZ):
```
16
Properties=species:S:1:pos:R:3:forces:R:3
O -1.92478 0.08302 0.75245 -0.26 -0.18 0.03
C -1.05885 0.18329 -0.37311 0.24 0.06 -0.27
C -0.20482 -1.08081 -0.53508 -0.01 -0.03 -0.04
C 0.96568 -0.87102 0.42973 -0.01 -0.03 0.04
C 1.29694 0.62329 0.27123 0.05 0.02 0.00
C -0.04946 1.30565 -0.06853 -0.05 0.05 -0.02
H -2.58926 -0.58647 0.54593 0.09 0.10 0.14
H -1.65275 0.39848 -1.27409 0.11 -0.04 0.15
H -0.78086 -1.99207 -0.33387 0.07 0.13 -0.05
H 0.17158 -1.14443 -1.56475 -0.07 0.05 0.11
H 1.80971 -1.52847 0.19754 -0.08 0.13 0.10
H 0.64661 -1.08234 1.45682 0.02 0.04 -0.15
H 1.74411 1.05126 1.17345 -0.01 -0.10 -0.13
H 2.01880 0.76618 -0.54283 -0.15 -0.04 0.11
H -0.43744 1.87879 0.77804 0.05 -0.05 -0.11
H 0.04480 1.99562 -0.91293 0.00 -0.12 0.11
```
Positions in Å, forces in eV/Å.

SMILES string: OC1CCCC1
E: -271.747973 a.u.
lowest unoccupied orbital energy: 1.01 eV
2S+1: 1
ΔE to the lowest compared entry with this formula, charge and spin: 2.9 kcal per mole
largest force on an atom: 0.0071 Eh/bohr
Kohn-Sham gap: 11.16 eV

---

No. 3
C3H6N2O3 | wB97M-V/def2-TZVPD

Structure (XYZ):
```
14
Properties=species:S:1:pos:R:3:forces:R:3
C 0.00257 -0.17343 0.19447 -0.21 -0.48 1.85
C -0.11821 -1.44684 -0.53332 -2.04 -2.12 -0.16
C -0.73739 0.50914 1.34785 1.60 -1.78 -0.95
N 2.72294 -0.41208 -0.23985 -0.15 -1.71 -0.75
N -0.60651 1.10519 0.03356 -2.56 1.49 -2.07
O -1.68784 1.24734 -0.66180 -0.89 -1.21 -0.89
O 0.08979 2.29914 -0.02770 2.89 0.71 2.81
O 2.59156 -1.47389 -0.70171 1.07 1.95 0.72
H -0.96470 -2.24495 -0.14712 1.82 2.38 -0.62
H -0.40353 -1.15822 -1.54872 0.03 -0.37 -0.13
H 0.79873 -2.08668 -0.59170 -1.01 0.89 0.25
H -0.05386 0.92602 2.01744 0.76 0.77 1.28
H -1.67786 0.13156 1.71238 -0.39 0.33 -0.33
H 0.04431 2.77769 -0.85378 -0.92 -0.86 -1.02
```
Positions in Å, forces in eV/Å.

E: -452.779547 a.u.
lowest unoccupied orbital energy (alpha / beta): -0.33 / -1.40 eV
2S+1: 3
ΔE to the lowest compared entry with this formula, charge and spin: 103.9 kcal per mole
largest force on an atom: 0.0796 Eh/bohr
Kohn-Sham gap (alpha / beta): 8.45 / 7.69 eV

---

No. 4
C4H7ClS | wB97M-V/def2-TZVPD

Structure (XYZ):
```
13
Properties=species:S:1:pos:R:3:forces:R:3
C -1.63002 -1.12070 -0.44901 1.64 -0.78 2.33
C -0.67416 0.05341 -0.64121 0.28 -1.02 -0.72
C 0.71430 -0.39898 -0.32514 -0.59 -1.14 -1.18
C 1.33969 -1.13534 -1.23597 2.82 -0.07 2.28
H -1.38110 -2.03144 -1.10153 -0.03 1.43 1.17
H -2.60075 -0.81596 -0.69469 -1.67 0.30 -0.04
H -1.50731 -1.32486 0.70712 -0.78 -0.28 -2.28
H -0.65347 0.32721 -1.65550 0.20 -0.41 -1.67
H 0.27501 1.97086 -0.10661 -0.74 0.37 0.15
H 0.82406 -1.51055 -2.07448 -0.12 0.11 -1.23
H 2.39191 -1.47869 -0.94079 -1.75 0.11 -0.84
S -1.05169 1.66696 -0.00841 0.22 0.85 1.19
Cl 1.23411 -0.36460 1.28876 0.52 0.52 0.86
```
Positions in Å, forces in eV/Å.

SMILES string: C=C(Cl)[C@@H](C)S
E: -1014.926997 a.u.
lowest unoccupied orbital energy: 0.72 eV
2S+1: 1
ΔE to the lowest compared entry with this formula, charge and spin: 26.3 kcal per mole
largest force on an atom: 0.0705 Eh/bohr
Kohn-Sham gap: 9.77 eV